*one*
The following is a DFT calculation (wB97M-V/def2-TZVPD) of a 2-piece molecular cluster, C4H10N2O2 overall.

Structure (ORCA input):
```
! wB97M-V def2-TZVPD RIJCOSX def2/J DEFGRID3
* xyz 0 1
C -0.904 1.536 -1.975
C -0.026 0.334 -1.884
N -0.525 -0.814 -2.456
O 1.018 0.298 -1.278
H -1.953 1.372 -2.203
H -0.459 2.059 -2.838
H -0.844 2.221 -1.137
H 0.036 -1.644 -2.422
H -1.449 -0.755 -2.841
C 1.235 -0.137 2.879
C 0.116 -0.160 1.895
N 0.017 -1.296 1.137
O -0.712 0.726 1.832
H 1.945 -0.961 2.860
H 0.801 -0.062 3.875
H 1.842 0.751 2.682
H -0.767 -1.420 0.504
H 0.629 -2.047 1.369
*
```

Summary:
Lowest unoccupied orbital energy ... 0.03002 Ha
E_HOMO ... -9.56 eV

=====

*two*
The following is a DFT calculation (wB97M-V/def2-TZVPD) of a 2-piece molecular cluster, C4H10N2O2 overall.

Structure (ORCA input):
```
! wB97M-V def2-TZVPD RIJCOSX def2/J DEFGRID3
* xyz 0 1
C 2.123 0.781 -1.287
C 0.824 1.400 -0.946
N 0.149 1.818 -1.973
O 0.469 1.446 0.227
H 2.025 -0.233 -1.709
H 2.744 0.725 -0.377
H 2.636 1.421 -2.024
H 0.471 1.908 -2.940
H -0.852 1.842 -1.763
C -1.773 -1.345 0.512
C -1.213 -1.553 1.884
N -0.314 -0.751 2.370
O -1.744 -2.407 2.589
H -2.230 -2.286 0.161
H -1.079 -0.980 -0.263
H -2.572 -0.597 0.650
H 0.168 -0.211 1.647
H 0.167 -0.979 3.244
*
```

Summary:
Lowest unoccupied orbital energy ... 0.01729 Ha
E_HOMO ... -9.09 eV

=====

*three*
The following is a DFT calculation (wB97M-V/def2-TZVPD) of C4H10N2O2 as an isolated structure.

Structure (ORCA input):
```
! wB97M-V def2-TZVPD RIJCOSX def2/J DEFGRID3
* xyz 0 1
C -1.359 -0.152 -1.191
C 0.440 0.538 -1.071
C 0.869 0.077 1.978
N 1.348 -0.547 -0.940
C 0.124 1.150 1.203
O -1.878 -0.242 0.029
O -1.175 -1.354 -1.831
N 0.215 1.431 -0.073
H -1.328 0.380 0.715
H -1.538 -2.053 -1.270
H -1.820 0.587 -1.853
H 0.554 1.026 -2.038
H 1.417 -1.070 -1.803
H 1.122 -1.191 -0.198
H -0.156 2.016 1.802
H 0.482 -0.921 1.763
H 1.933 0.076 1.731
H 0.751 0.248 3.047
*
```

Summary:
Lowest unoccupied orbital energy ... 0.02170 Ha
E_HOMO ... -8.25 eV

=====

Of them, *three* has the lowest stability.

=====

*one*
The following is a DFT calculation (wB97M-V/def2-TZVPD) of a 3-piece molecular cluster, CH10N2O2 overall.

Structure (ORCA input):
```
! wB97M-V def2-TZVPD RIJCOSX def2/J DEFGRID3
* xyz 0 1
N -2.178 -0.890 -1.573
C -0.651 -1.030 -1.460
N -0.050 0.083 -0.797
H -2.558 0.054 -1.614
H -2.316 -1.275 -2.525
H -0.487 -1.972 -0.939
H -0.160 -1.218 -2.520
H -0.071 0.867 -1.402
H -0.470 0.243 0.177
O 2.548 1.063 -1.321
H 3.164 1.129 -0.567
H 1.755 0.571 -0.913
O -0.062 0.557 4.692
H 0.912 0.316 4.864
H -0.156 0.155 3.819
*
```

Summary:
Lowest unoccupied orbital energy ... 0.01361 Ha
E_HOMO ... -9.62 eV

=====

*two*
The following is a DFT calculation (wB97M-V/def2-TZVPD) of a 3-piece molecular cluster, CH10N2O2 overall.

Structure (ORCA input):
```
! wB97M-V def2-TZVPD RIJCOSX def2/J DEFGRID3
* xyz 0 1
N 0.905 -1.499 0.940
C 1.582 -0.658 -0.022
N 0.929 0.627 -0.335
H 1.256 -1.401 1.888
H -0.102 -1.386 0.966
H 2.548 -0.414 0.414
H 1.596 -1.143 -0.995
H -0.027 0.450 -0.601
H 0.958 1.307 0.415
O 0.694 2.570 -3.121
H 1.656 2.666 -3.019
H 0.462 1.978 -2.394
O -4.147 -1.434 1.905
H -4.870 -0.864 2.221
H -3.441 -0.798 1.737
*
```

Summary:
Lowest unoccupied orbital energy ... 0.01556 Ha
E_HOMO ... -9.35 eV

=====

Of them, *one* has the lowest stability.

=====

*one*
The following is a DFT calculation (wB97M-V/def2-TZVPD) of an isolated ion of composition C2H7NO3P and charge -1.

Structure (ORCA input):
```
! wB97M-V def2-TZVPD RIJCOSX def2/J DEFGRID3
* xyz -1 1
C -1.666 0.656 -0.471
O -1.453 -0.699 0.030
C -0.213 -1.164 -0.427
P 1.427 0.034 -0.063
N 1.270 0.475 1.511
O 1.263 1.246 -0.880
O 2.557 -0.853 -0.255
H -2.095 0.567 -1.505
H -0.750 1.143 -0.580
H -2.196 1.248 0.203
H -0.122 -1.481 -1.453
H 0.105 -2.015 0.219
H 1.373 -0.225 2.183
H 0.500 1.068 1.488
*
```

Summary:
Lowest unoccupied orbital energy ... 0.14572 Ha
E_HOMO ... -4.02 eV

=====

*two*
The following is a DFT calculation (wB97M-V/def2-TZVPD) of an isolated ion of composition C2H7NO3P and charge -1.

Structure (ORCA input):
```
! wB97M-V def2-TZVPD RIJCOSX def2/J DEFGRID3
* xyz -1 1
C -1.551 -0.035 0.530
C -0.524 -0.670 -0.450
O -0.409 -2.101 -0.344
P 1.155 0.011 -0.020
N 0.960 1.793 -0.384
O 1.372 -0.055 1.411
O 2.046 -0.672 -0.983
H -2.207 0.601 0.032
H -2.059 -0.881 0.925
H -1.120 0.508 1.387
H -0.696 -0.480 -1.480
H 0.586 -2.241 -0.555
H 0.535 2.129 0.496
H 1.912 2.094 -0.565
*
```

Summary:
Lowest unoccupied orbital energy ... 0.15594 Ha
E_HOMO ... -4.74 eV

=====

*three*
The following is a DFT calculation (wB97M-V/def2-TZVPD) of an isolated ion of composition C2H7NO3P and charge -1.

Structure (ORCA input):
```
! wB97M-V def2-TZVPD RIJCOSX def2/J DEFGRID3
* xyz -1 1
C -0.943 -1.216 1.177
C -0.380 -0.396 -0.001
O -0.398 -1.179 -1.193
P 1.501 -0.120 0.333
N 1.597 0.708 -1.106
O 1.749 0.798 1.511
O 2.570 -1.216 0.367
H -0.172 -0.969 1.976
H -1.959 -0.975 1.449
H -0.872 -2.278 0.971
H -0.925 0.542 -0.101
H 0.578 -1.150 -1.567
H 0.996 1.490 -1.149
H 2.523 0.878 -1.468
*
```

Summary:
Lowest unoccupied orbital energy ... 0.14940 Ha
E_HOMO ... -4.25 eV

=====

Of them, *one* has the lowest stability.

=====

*one*
The following is a DFT calculation (wB97M-V/def2-TZVPD) of one molecule with the formula C17H16N4O4.

Structure (ORCA input):
```
! wB97M-V def2-TZVPD RIJCOSX def2/J DEFGRID3
* xyz 0 1
C 4.030 1.084 4.203
C 4.255 -0.428 4.167
C 2.975 -1.144 3.765
O 2.276 -1.736 4.554
N 2.711 -1.022 2.430
C 1.610 -1.466 1.703
C 1.588 -1.192 0.334
C 0.511 -1.565 -0.439
C -0.567 -2.228 0.141
C -1.740 -2.635 -0.651
O -2.321 -3.694 -0.552
N -2.207 -1.710 -1.573
N -1.841 -0.437 -1.612
C -2.456 0.377 -2.375
C -2.151 1.793 -2.381
C -3.151 2.698 -2.745
C -2.955 4.062 -2.646
C -1.755 4.564 -2.164
C -0.740 3.690 -1.819
C -0.928 2.322 -1.948
N 0.221 1.485 -1.715
O 0.501 0.675 -2.570
O 0.879 1.703 -0.722
C -0.520 -2.550 1.496
C 0.550 -2.165 2.277
H 4.939 1.590 4.518
H 3.744 1.466 3.225
H 3.239 1.326 4.909
H 4.537 -0.780 5.160
H 5.057 -0.675 3.467
H 3.381 -0.498 1.883
H 2.417 -0.670 -0.122
H 0.516 -1.355 -1.497
H -3.000 -2.027 -2.143
H -3.298 0.058 -2.999
H -4.099 2.316 -3.092
H -3.744 4.738 -2.936
H -1.606 5.628 -2.070
H 0.212 4.055 -1.465
H -1.345 -3.091 1.933
H 0.573 -2.397 3.329
*
```

Summary:
Lowest unoccupied orbital energy ... -0.02109 Ha
E_HOMO ... -8.45 eV

=====

*two*
The following is a DFT calculation (wB97M-V/def2-TZVPD) of one molecule with the formula C17H16N4O4.

Structure (ORCA input):
```
! wB97M-V def2-TZVPD RIJCOSX def2/J DEFGRID3
* xyz 0 1
C -3.297 -4.337 -0.779
C -3.692 -3.405 0.525
C -5.017 -2.764 0.289
C -2.688 -2.405 0.976
C -2.340 -2.239 2.320
C -1.241 -1.465 2.652
C -0.577 -0.688 1.670
O 0.427 0.115 2.141
C 1.051 1.014 1.259
N 1.994 1.702 1.925
C 2.660 2.624 1.125
N 3.372 3.636 1.812
C 2.612 2.595 -0.287
C 3.625 3.307 -0.990
N 3.043 3.894 -2.167
O 3.275 3.233 -3.378
C 4.266 2.414 -3.106
O 4.809 1.657 -3.854
N 4.559 2.381 -1.796
C 1.670 1.773 -0.886
C 0.795 0.976 -0.128
C -0.163 0.038 -0.646
O -0.495 0.303 -1.805
C -0.950 -0.781 0.303
C -1.965 -1.661 -0.031
H -2.397 -4.887 -0.647
H -4.113 -4.989 -1.119
H -3.150 -3.727 -1.721
H -3.846 -4.147 1.327
H -5.048 -2.153 -0.603
H -5.811 -3.492 0.160
H -5.216 -2.143 1.155
H -2.945 -2.659 3.134
H -0.872 -1.534 3.697
H 3.166 4.576 1.512
H 3.502 3.441 2.850
H 4.161 3.949 -0.409
H 2.041 4.063 -1.991
H 5.349 1.962 -1.405
H 1.723 1.686 -1.996
H -2.278 -1.860 -1.086
*
```

Summary:
Lowest unoccupied orbital energy ... -0.02360 Ha
E_HOMO ... -8.67 eV

=====

Of them, *one* has the lowest stability.